1:
The following is a DFT calculation (ωB97M-V/def2-TZVPD) of the molecule C4H13N3O.

CARTESIAN COORDINATES (ANGSTROEM)
N  1.611  -2.750  -2.035
C  1.916  -2.133  -0.624
N  1.436  -0.752  -0.562
C  0.680  -0.294  0.606
C  -0.880  0.179  0.622
N  -0.997  1.643  0.580
C  -2.453  2.197  0.710
O  -2.202  3.529  1.170
H  2.324  -3.244  -2.562
H  1.616  -1.879  -2.629
H  2.978  -2.247  -0.329
H  1.261  -2.790  0.069
H  1.447  -0.186  -1.430
H  1.144  0.607  0.977
H  0.850  -0.932  1.351
H  -1.277  -0.162  1.613
H  -1.271  -0.335  -0.201
H  -0.735  2.061  -0.351
H  -3.085  1.735  1.438
H  -2.936  2.353  -0.329
H  -1.429  3.398  1.914

LUMO energy = 1.1 eV
structure (SMILES) = NCNCCNCO
frontier orbital gap = 0.348 Eh
E_HOMO = -8.41 eV

Results of the Mulliken charge analysis, in e, for atoms 1 through 6: N -0.64; C -0.24; N -0.21; C -1.15; C -0.50; N -0.33

=====

2:
The following is a DFT calculation (ωB97M-V/def2-TZVPD) of a cluster of 4 separate species, C4H13N3O in total.

CARTESIAN COORDINATES (ANGSTROEM)
C  -0.519  -1.569  -0.170
N  -1.046  -2.330  0.965
N  -1.067  -1.843  -1.483
C  -0.774  -0.070  0.125
O  -1.861  0.438  -0.161
H  0.563  -1.747  -0.199
H  -1.186  -2.836  -1.639
H  -0.894  -3.323  0.826
H  -2.042  -2.158  1.059
H  -1.963  -1.371  -1.574
H  0.169  0.381  -1.482
C  1.573  2.359  0.745
C  1.669  2.260  -0.599
N  -0.101  0.376  1.252
H  -0.625  0.967  1.880
H  0.539  -0.245  1.721
H  0.876  3.032  1.219
H  2.307  1.934  1.412
H  1.145  2.979  -1.212
H  2.513  1.743  -1.035
H  0.725  1.023  -1.649

LUMO energy = 0.9 eV
frontier orbital gap = 0.357 Eh
E_HOMO = -8.77 eV

Results of the Mulliken charge analysis, in e, for atoms 1 through 6: C -0.18; N -0.57; N -0.57; C 0.27; O -0.65; H 0.38

=====

Which of them is most stable? Easy: 2.

=====

1:
The following is a DFT calculation (ωB97M-V/def2-TZVPD) of a cluster of 2 separate species, C4H8Si in total.

CARTESIAN COORDINATES (ANGSTROEM)
C  -2.150  -0.415  3.168
C  -1.728  -0.378  2.074
C  0.980  1.648  -0.315
C  0.548  -1.428  -1.252
Si  -0.269  0.263  -0.801
H  -2.094  -0.388  4.223
H  1.935  1.435  -0.973
H  0.525  2.574  -0.542
H  1.239  1.453  0.662
H  1.592  -1.107  -1.753
H  0.642  -2.134  -0.455
H  -0.087  -1.976  -1.928
H  -1.133  0.453  -2.108

LUMO energy = -1.7 eV
frontier orbital gap = 0.263 Eh
E_HOMO = -8.83 eV

Results of the Mulliken charge analysis, in e, for atoms 1 through 6: C -0.06; C -0.81; C -0.85; C -0.92; Si 0.59; H 0.30

=====

2:
The following is a DFT calculation (ωB97M-V/def2-TZVPD) of the molecule C4H8Si.

CARTESIAN COORDINATES (ANGSTROEM)
C  -1.981  0.986  0.165
C  -1.470  -0.295  0.275
C  -0.132  -0.917  -0.158
C  0.917  0.040  -0.785
Si  2.387  0.243  0.163
H  -3.015  1.101  0.339
H  -1.606  1.910  -0.305
H  -2.345  -0.980  0.524
H  0.333  -1.214  0.744
H  -0.292  -1.894  -0.725
H  0.871  0.474  -1.744
H  2.907  -0.712  1.146
H  3.425  1.257  0.362

LUMO energy = 0.1 eV
structure (SMILES) = C=CCC=[SiH2]
frontier orbital gap = 0.310 Eh
E_HOMO = -8.29 eV

Results of the Mulliken charge analysis, in e, for atoms 1 through 6: C -0.71; C -0.13; C -0.46; C -0.47; Si 0.25; H 0.26

=====

Which of them is most stable? Easy: 2.

=====

1:
The following is a DFT calculation (ωB97M-V/def2-TZVPD) of the molecule C6H5N.

CARTESIAN COORDINATES (ANGSTROEM)
C  -2.088  -0.261  -1.715
C  -1.451  0.372  -0.917
C  -0.685  1.148  0.031
N  -0.651  0.749  1.474
C  0.444  0.477  0.638
C  1.211  -0.538  0.379
C  2.383  -1.080  0.335
H  -2.668  -0.814  -2.421
H  -0.671  2.221  -0.119
H  -1.155  -0.123  1.625
H  2.723  -0.079  0.739
H  2.619  -2.110  0.007

LUMO energy = 0.7 eV
structure (SMILES) = C#C[C@H]1NC1=C=C
frontier orbital gap = 0.340 Eh
E_HOMO = -8.60 eV

Results of the Mulliken charge analysis, in e, for atoms 1 through 6: C 0.39; C -0.67; C -0.30; N -0.58; C 0.10; C 0.20

=====

2:
The following is a DFT calculation (ωB97M-V/def2-TZVPD) of the molecule C6H5N.

CARTESIAN COORDINATES (ANGSTROEM)
C  1.262  0.954  1.171
C  1.340  1.533  2.274
C  -0.516  1.147  -0.677
C  -1.074  -0.666  0.558
C  0.883  0.827  -0.370
C  0.960  -0.396  0.443
N  -1.445  0.374  -0.331
H  -0.596  2.083  -1.256
H  -1.275  -1.697  0.263
H  -1.080  -0.414  1.697
H  1.725  1.398  -0.709
H  1.691  -1.174  0.628

LUMO energy = -0.5 eV
frontier orbital gap = 0.321 Eh
E_HOMO = -9.19 eV

Results of the Mulliken charge analysis, in e, for atoms 1 through 6: C -0.07; C -0.12; C -0.06; C -0.40; C -0.13; C -0.44

=====

Which of them is most stable? Easy: 1.

=====

1:
The following is a DFT calculation (ωB97M-V/def2-TZVPD) of the molecule C6H5N.

CARTESIAN COORDINATES (ANGSTROEM)
C  1.137  -1.077  -0.057
C  1.704  0.257  -0.063
C  -2.412  0.057  -0.166
C  -1.076  -0.006  -0.010
C  -0.227  -1.174  -0.018
C  -0.289  1.163  0.082
N  0.998  1.289  -0.024
H  1.910  -1.810  -0.048
H  2.776  0.424  -0.021
H  -2.865  0.934  0.402
H  -0.768  -2.065  -0.019
H  -0.888  2.008  -0.059

LUMO energy (spin up / spin down) = -1.3 / -1.0 eV
frontier orbital gap (spin up / spin down) = 0.275 / 0.263 Eh
E_HOMO (spin up / spin down) = -8.77 / -8.19 eV

Results of the Mulliken charge analysis, in e, for atoms 1 through 6: C -0.40; C -0.09; C -0.52; C 0.53; C -0.52; C -0.28

=====

2:
The following is a DFT calculation (ωB97M-V/def2-TZVPD) of the molecule C6H5N.

CARTESIAN COORDINATES (ANGSTROEM)
N  3.209  -0.054  0.208
C  2.081  0.082  0.005
C  0.703  0.117  -0.212
C  -0.329  -1.387  -0.417
C  -1.188  -0.970  0.471
C  -0.446  0.331  0.777
C  -0.206  1.189  -0.481
H  -0.371  -2.177  -1.125
H  -2.199  -1.491  0.736
H  -0.574  0.836  1.784
H  -1.030  1.330  -1.300
H  0.350  2.192  -0.446

LUMO energy = 0.9 eV
structure (SMILES) = N#C[C@@]12C=C[C@@H]1C2
frontier orbital gap = 0.387 Eh
E_HOMO = -9.61 eV

Results of the Mulliken charge analysis, in e, for atoms 1 through 6: N -0.46; C 0.11; C 0.38; C -0.50; C -0.30; C -0.11

=====

Which of them is most stable? Easy: 1.